Below is a molecular structure, C30H33BrN2O5P3Se2Tl, with properties calculated with the ωB97M-V functional and the def2-TZVPD basis.

```
77
Properties=species:S:1:pos:R:3
Tl -0.970 -0.048 1.816
O 4.074 -4.452 1.209
C 3.106 -3.527 1.395
C 1.813 -3.846 1.767
C 0.888 -2.825 1.924
N 1.190 -1.546 1.699
C 2.443 -1.253 1.351
C 3.444 -2.191 1.200
C 2.835 0.182 1.138
O 3.964 0.559 1.310
O 1.814 0.982 0.732
C -0.531 -3.192 2.404
O -0.745 -4.385 2.575
O -1.320 -2.216 2.605
H 3.719 -5.329 1.389
H 1.479 -4.860 1.952
H 4.450 -1.899 0.936
C 2.746 3.200 1.950
P 2.076 2.609 0.365
C 3.482 2.521 -0.781
C 1.375 4.215 -0.323
C 0.286 4.697 0.614
P -0.442 3.110 1.190
C -1.955 2.989 0.181
C -1.102 3.428 2.863
H 2.836 4.286 1.935
H 3.725 2.755 2.107
H 2.098 2.903 2.774
H 4.108 3.393 -0.578
H 3.111 2.574 -1.802
H 4.079 1.626 -0.656
H 1.022 4.059 -1.339
H 2.262 4.857 -0.354
H -0.452 5.323 0.114
H 0.693 5.253 1.460
H -2.633 3.795 0.468
H -2.447 2.029 0.321
H -1.685 3.070 -0.870
H -1.630 4.383 2.876
H -0.297 3.456 3.599
H -1.796 2.631 3.135
Se -1.977 -0.940 -0.913
P -0.650 -0.177 -2.425
Se 0.450 1.661 -2.096
C 0.590 -1.454 -2.806
C 1.288 -2.017 -1.738
C 2.279 -2.955 -1.967
C 2.578 -3.346 -3.268
C 1.885 -2.790 -4.332
C 0.893 -1.843 -4.104
C -1.638 -0.005 -3.947
C -2.340 -1.122 -4.403
C -3.144 -1.028 -5.525
C -3.268 0.185 -6.194
C -2.578 1.297 -5.740
C -1.760 1.203 -4.620
H 1.033 -1.727 -0.724
H 2.815 -3.390 -1.131
H 3.348 -4.086 -3.448
H 2.113 -3.091 -5.347
H 0.368 -1.406 -4.944
H -2.265 -2.061 -3.868
H -3.683 -1.899 -5.874
H -3.904 0.260 -7.066
H -2.672 2.244 -6.257
H -1.210 2.065 -4.266
Br -1.873 -2.617 6.882
C -2.901 -1.879 5.482
C -3.970 -2.571 4.948
C -4.668 -1.977 3.910
C -4.260 -0.735 3.454
N -3.222 -0.074 3.964
C -2.557 -0.643 4.964
H -4.238 -3.549 5.323
H -5.505 -2.481 3.447
H -4.772 -0.259 2.624
H -1.697 -0.110 5.355
```

* E: -278160.9236 eV
* HOMO level: -7.2 eV
* 2S+1: 1
* LUMO: -0.4 eV
* relative energy (zero: lowest compared OMol25 entry of this formula, charge and spin): 30.6 kcal per mole
* HOMO-LUMO gap: 6.9 eV

---

Below is a molecular structure, C30H33BrN8O3S3SeYb, with properties calculated with the ωB97M-V functional and the def2-TZVPD basis.

```
80
Properties=species:S:1:pos:R:3
Yb -0.461 -0.188 -0.434
C 1.581 4.235 -1.270
C 1.452 2.742 -1.199
N 1.081 2.130 -0.142
N 0.801 2.850 0.964
C 0.508 2.239 2.148
N 0.203 3.070 3.151
S 0.524 0.585 2.340
C 1.690 1.881 -2.381
C 2.195 2.372 -3.582
C 2.379 1.504 -4.645
C 2.070 0.165 -4.478
C 1.586 -0.245 -3.246
N 1.388 0.586 -2.229
H 2.091 4.632 -0.390
H 0.582 4.679 -1.324
H 2.144 4.565 -2.135
H 0.760 3.858 0.911
H 0.221 4.073 3.059
H -0.026 2.670 4.043
H 2.445 3.416 -3.702
H 2.771 1.868 -5.586
H 2.189 -0.546 -5.283
H 1.333 -1.284 -3.063
C -3.410 4.432 -6.974
C -3.174 3.712 -5.677
C -1.904 3.698 -5.097
C -1.665 2.975 -3.944
C -2.706 2.269 -3.356
C -3.979 2.283 -3.898
C -4.206 3.015 -5.053
S -2.286 1.201 -2.013
O -3.455 0.607 -1.418
O -1.442 1.963 -1.068
N -1.271 0.129 -2.569
C -1.676 -1.139 -2.960
C -2.622 -1.403 -3.949
C -2.885 -2.721 -4.263
C -2.206 -3.731 -3.590
C -1.285 -3.372 -2.625
N -1.013 -2.103 -2.308
H -2.720 5.266 -7.096
H -4.430 4.804 -7.044
H -3.249 3.744 -7.807
H -1.100 4.259 -5.557
H -0.685 2.942 -3.486
H -4.772 1.731 -3.407
H -5.202 3.051 -5.477
H -3.126 -0.580 -4.437
H -3.609 -2.963 -5.031
H -2.393 -4.772 -3.805
H -0.738 -4.125 -2.070
Br -3.637 3.984 3.029
C -3.424 2.133 2.706
C -4.001 1.191 3.538
C -3.765 -0.142 3.246
C -2.948 -0.468 2.175
N -2.391 0.447 1.380
C -2.653 1.729 1.632
H -4.608 1.487 4.382
H -4.200 -0.924 3.852
H -2.714 -1.499 1.951
H -2.238 2.461 0.953
Se 0.502 -4.548 0.537
C -0.429 -3.087 0.565
N -1.043 -2.083 0.572
O 1.597 -1.087 -0.036
S 2.808 -1.837 -0.533
C 4.092 -0.527 -0.685
C 5.256 -0.922 0.212
C 4.617 -1.529 1.457
C 3.609 -2.547 0.946
H 3.576 0.362 -0.318
H 4.361 -0.393 -1.732
H 5.884 -0.062 0.442
H 5.879 -1.667 -0.289
H 4.100 -0.754 2.028
H 5.354 -1.998 2.108
H 2.813 -2.790 1.646
H 4.082 -3.471 0.611
```

* E: -249131.7781 eV
* HOMO level (alpha / beta): -9.9 / -9.9 eV
* 2S+1: 2
* <S²>: 0.751
* LUMO (alpha / beta): -3.0 / -3.0 eV
* relative energy (zero: lowest compared OMol25 entry of this formula, charge and spin): 21.0 kcal per mole
* HOMO-LUMO gap (alpha / beta): 6.9 / 6.9 eV
* total charge: +1

---

Below is a molecular structure, C30H33CaN6O8P2S2Si, with properties calculated with the ωB97M-V functional and the def2-TZVPD basis.

```
83
Properties=species:S:1:pos:R:3
Ca 0.261 -0.122 -0.938
N 2.597 1.208 3.683
C 3.805 0.541 3.931
C 4.467 0.720 5.133
C 5.661 0.054 5.385
C 6.200 -0.781 4.422
C 5.537 -0.946 3.210
C 4.337 -0.302 2.958
S 3.515 -0.562 1.425
N 2.201 0.529 1.447
C 1.941 1.234 2.467
C 0.829 2.244 2.387
C 0.888 3.413 3.136
C -0.149 4.325 3.012
C -1.188 4.033 2.152
C -1.136 2.852 1.421
N -0.146 1.971 1.530
H 2.210 1.766 4.423
H 4.042 1.381 5.880
H 6.164 0.197 6.332
H 7.131 -1.301 4.603
H 5.957 -1.593 2.449
H 1.740 3.633 3.766
H -0.130 5.253 3.570
H -2.018 4.712 2.014
H -1.908 2.590 0.708
C -5.357 -2.272 -0.069
Si -4.684 -1.732 1.578
C -5.406 -2.895 2.868
C -5.289 -0.025 2.012
C -2.822 -1.884 1.681
C -2.235 -2.733 2.604
C -0.849 -2.861 2.697
C -0.092 -2.104 1.832
N -0.616 -1.255 0.947
C -1.959 -1.128 0.841
S -2.584 -0.003 -0.357
H -6.449 -2.209 -0.065
H -5.075 -3.310 -0.264
H -4.962 -1.653 -0.874
H -6.497 -2.833 2.840
H -5.086 -2.637 3.879
H -5.129 -3.935 2.679
H -6.381 -0.006 2.058
H -4.949 0.705 1.279
H -4.901 0.265 2.992
H -2.860 -3.321 3.266
H -0.377 -3.533 3.400
H 0.990 -2.179 1.824
N 1.428 -1.706 -4.446
C 2.127 -2.372 -3.281
C 3.019 -3.478 -3.832
P 3.146 -0.971 -2.572
O 4.401 -1.727 -1.919
O 3.567 -0.213 -3.777
O 2.348 -0.347 -1.454
P 0.870 -2.978 -2.094
O 0.306 -4.238 -2.952
O 1.571 -3.400 -0.858
O -0.197 -1.910 -2.069
H 2.140 -1.125 -4.914
H 0.658 -1.029 -4.176
H 1.039 -2.404 -5.077
H 3.853 -3.067 -4.405
H 2.436 -4.155 -4.461
H 3.426 -4.059 -3.008
H 4.146 -2.057 -1.047
H -0.436 -4.668 -2.517
O -0.259 3.485 -1.016
C -0.445 2.952 -2.090
N -0.129 1.640 -2.425
C -0.478 1.449 -3.722
O -0.340 0.422 -4.390
C -1.081 2.705 -4.293
C -1.579 2.998 -5.544
C -2.072 4.286 -5.746
C -2.057 5.231 -4.719
C -1.545 4.913 -3.462
C -1.066 3.634 -3.283
H -1.585 2.254 -6.330
H -2.476 4.564 -6.712
H -2.448 6.223 -4.906
H -1.523 5.633 -2.654
```

* E: -123546.5875 eV
* HOMO level: -4.3 eV
* 2S+1: 1
* LUMO: 2.3 eV
* relative energy (zero: lowest compared OMol25 entry of this formula, charge and spin): 24.3 kcal per mole
* HOMO-LUMO gap: 6.6 eV
* total charge: -1

---

Below is a molecular structure, C30H33ClGeN3O3S2Sc, with properties calculated with the ωB97M-V functional and the def2-TZVPD basis.

```
74
Properties=species:S:1:pos:R:3
Sc -0.711 -0.073 0.766
C -0.331 2.306 4.696
C -1.588 1.992 4.200
C -1.944 0.660 4.002
C -1.042 -0.357 4.290
C 0.223 -0.035 4.774
C 0.576 1.290 4.978
H -0.058 3.340 4.867
H -2.299 2.780 3.987
H -2.938 0.412 3.653
H -1.323 -1.391 4.144
H 0.928 -0.824 5.001
H 1.557 1.534 5.364
C -0.050 -4.310 -2.807
C -1.061 -3.704 -2.075
C -0.843 -2.466 -1.497
C 0.387 -1.834 -1.644
C 1.404 -2.436 -2.379
C 1.177 -3.672 -2.957
N 0.554 -0.612 -0.953
N 1.607 0.054 -1.216
C 1.784 1.172 -0.376
C 2.955 1.915 -0.509
C 3.161 2.978 0.334
C 2.201 3.287 1.304
C 1.094 2.482 1.403
N 0.888 1.422 0.597
H -0.215 -5.278 -3.259
H -2.019 -4.192 -1.958
H -1.646 -1.977 -0.948
H 2.356 -1.934 -2.475
H 1.968 -4.147 -3.523
H 3.643 1.658 -1.301
H 4.057 3.577 0.241
H 2.322 4.125 1.974
H 0.339 2.660 2.160
C -3.136 0.106 -2.657
Ge -3.581 1.136 -1.056
C -2.865 2.951 -1.169
C -5.532 1.233 -0.935
C -2.825 0.326 0.555
H -3.570 0.586 -3.535
H -3.540 -0.905 -2.588
H -2.057 0.048 -2.801
H -3.163 3.442 -2.095
H -1.774 2.937 -1.149
H -3.232 3.547 -0.331
H -5.949 1.662 -1.847
H -5.836 1.852 -0.091
H -5.955 0.237 -0.800
H -3.358 -0.607 0.792
H -3.056 1.030 1.369
C 2.705 4.910 -3.057
O 2.230 3.578 -2.870
C 0.931 3.334 -3.105
S -0.140 4.457 -3.644
S 0.509 1.698 -2.828
H 3.762 4.874 -2.800
H 2.173 5.607 -2.411
H 2.574 5.225 -4.092
Cl 4.890 -5.182 -0.860
C 3.486 -4.541 -0.062
C 2.359 -5.337 0.074
C 1.236 -4.815 0.694
C 1.234 -3.505 1.155
C 2.377 -2.724 1.016
C 3.512 -3.241 0.415
C -0.025 -2.944 1.748
O -0.913 -3.651 2.165
O -0.069 -1.623 1.756
H 2.365 -6.348 -0.308
H 0.341 -5.410 0.814
H 2.373 -1.704 1.377
H 4.406 -2.643 0.302
```

* E: -153668.7941 eV
* HOMO level (alpha / beta): -7.2 / -7.7 eV
* 2S+1: 1
* LUMO (alpha / beta): -1.7 / -1.6 eV
* relative energy (zero: lowest compared OMol25 entry of this formula, charge and spin): 40.6 kcal per mole
* HOMO-LUMO gap (alpha / beta): 5.5 / 6.2 eV

---

Below is a molecular structure, C30H33F5N6O3P2W, with properties calculated with the ωB97M-V functional and the def2-TZVPD basis.

```
80
Properties=species:S:1:pos:R:3
W 0.119 -0.542 -0.356
O 4.842 1.994 -1.990
C 3.853 2.865 -2.221
C 4.193 4.025 -2.925
C 3.244 4.981 -3.186
C 1.916 4.826 -2.761
C 1.567 3.684 -2.092
C 2.517 2.678 -1.815
C 2.085 1.481 -1.132
O 0.808 1.248 -0.979
N 2.951 0.594 -0.696
N 2.282 -0.467 -0.162
C 2.979 -1.414 0.351
C 2.209 -2.460 0.999
C 2.802 -3.556 1.591
C 1.992 -4.479 2.237
C 0.632 -4.244 2.280
C 0.107 -3.120 1.660
N 0.874 -2.232 1.014
H 4.503 1.243 -1.473
H 5.219 4.142 -3.245
H 3.531 5.875 -3.725
H 1.183 5.593 -2.965
H 0.553 3.542 -1.747
H 4.061 -1.386 0.331
H 3.875 -3.677 1.540
H 2.420 -5.357 2.703
H -0.041 -4.921 2.787
H -0.946 -2.909 1.695
C 2.101 0.360 2.767
P 0.480 0.540 1.987
C -0.654 -0.108 3.246
C 0.192 2.324 1.896
C 0.914 3.243 2.650
C 0.601 4.593 2.569
C -0.434 5.023 1.751
C -1.157 4.107 0.998
C -0.836 2.757 1.059
P -1.675 1.468 0.114
C -2.098 2.163 -1.495
C -3.293 1.287 0.913
H 2.059 0.798 3.765
H 2.873 0.860 2.182
H 2.351 -0.693 2.881
H -0.632 0.551 4.114
H -0.344 -1.108 3.552
H -1.665 -0.168 2.853
H 1.724 2.930 3.295
H 1.168 5.310 3.147
H -0.676 6.076 1.693
H -1.954 4.459 0.355
H -2.658 3.090 -1.363
H -2.718 1.445 -2.030
H -1.201 2.336 -2.082
H -3.756 2.275 0.948
H -3.205 0.915 1.931
H -3.929 0.621 0.332
F 1.062 -3.307 -1.361
C 0.744 -2.051 -1.699
F -1.012 -0.296 -1.893
C 1.088 -1.883 -3.161
F 0.330 -2.694 -3.942
F 2.370 -2.256 -3.336
F 0.960 -0.646 -3.596
C -4.071 -2.310 1.546
N -3.600 -2.791 0.242
C -4.357 -3.717 -0.424
C -3.963 -4.251 -1.594
C -2.700 -3.811 -2.091
N -1.956 -2.928 -1.419
C -2.398 -2.398 -0.299
O -1.728 -1.515 0.364
N -2.206 -4.263 -3.238
H -5.131 -2.078 1.477
H -3.522 -1.418 1.810
H -3.914 -3.075 2.306
H -5.288 -3.983 0.056
H -4.573 -4.972 -2.114
H -2.708 -4.924 -3.805
H -1.330 -3.893 -3.575
```

* E: -80709.3512 eV
* HOMO level (alpha / beta): -12.8 / -12.8 eV
* 2S+1: 1
* LUMO (alpha / beta): -6.3 / -6.3 eV
* relative energy (zero: lowest compared OMol25 entry of this formula, charge and spin): 22.8 kcal per mole
* HOMO-LUMO gap (alpha / beta): 6.5 / 6.5 eV
* total charge: +2

---

Below is a molecular structure, C30H33InN4O6, with properties calculated with the ωB97M-V functional and the def2-TZVPD basis.

```
74
Properties=species:S:1:pos:R:3
In -0.688 -0.789 0.512
O 0.415 0.715 -0.801
C 1.332 0.781 0.069
O 1.179 0.264 1.222
C 2.633 1.459 -0.267
C 3.421 1.881 0.791
C 4.799 2.043 0.613
C 5.262 2.075 -0.705
O 6.437 2.531 -1.157
C 6.435 2.298 -2.601
O 5.155 1.677 -2.928
C 4.489 1.678 -1.749
C 3.086 1.580 -1.580
H 2.991 2.216 1.757
H 5.351 2.299 1.476
H 7.268 1.581 -2.875
H 6.534 3.338 -3.049
H 2.446 1.428 -2.431
C -1.726 0.734 -4.760
N -2.224 -0.387 -3.858
C -3.240 0.055 -2.796
C -1.047 -1.192 -3.276
C -1.535 -2.274 -2.297
C -2.298 -3.338 -2.917
C -2.946 -4.326 -2.159
C -2.765 -4.307 -0.742
C -2.064 -3.275 -0.220
C -1.466 -2.215 -0.925
H -2.487 1.560 -4.873
H -1.558 0.308 -5.705
H -0.777 1.277 -4.370
H -2.706 -0.978 -4.542
H -2.651 0.588 -2.028
H -3.754 -0.795 -2.336
H -3.959 0.748 -3.288
H -0.312 -0.531 -2.812
H -0.666 -1.646 -4.218
H -2.233 -3.451 -4.013
H -3.491 -5.130 -2.736
H -3.074 -5.147 -0.197
H -1.765 -3.339 0.824
C -0.553 -2.587 5.157
N 0.424 -2.913 4.154
C 1.261 -3.995 4.386
C 2.223 -4.259 3.424
C 2.020 -3.710 2.121
N 0.964 -2.894 1.858
C 0.222 -2.406 2.831
O -0.653 -1.465 2.624
N 2.817 -3.942 1.048
H -0.186 -1.817 5.871
H -0.718 -3.488 5.767
H -1.480 -2.239 4.632
H 1.181 -4.486 5.375
H 3.102 -4.903 3.544
H 3.566 -4.633 0.951
H 2.498 -3.462 0.209
C -1.933 1.678 3.290
C -2.087 1.853 1.782
O -2.210 0.804 1.015
C -2.029 3.227 1.203
C -1.919 3.466 -0.164
C -2.025 4.788 -0.671
C -2.237 5.806 0.202
C -2.204 5.613 1.610
C -2.134 4.307 2.079
H -2.946 1.483 3.699
H -1.387 2.433 3.897
H -1.390 0.712 3.409
H -1.658 2.628 -0.828
H -1.932 4.893 -1.764
H -2.329 6.843 -0.184
H -2.119 6.520 2.254
H -1.949 4.149 3.166
```

* E: -55050.6868 eV
* HOMO level: -12.1 eV
* 2S+1: 1
* LUMO: -5.4 eV
* relative energy (zero: lowest compared OMol25 entry of this formula, charge and spin): 28.6 kcal per mole
* HOMO-LUMO gap: 6.7 eV
* total charge: +2